No. 1
{
  "formula": "C7H6OS",
  "method": "ωB97M-V with the def2-TZVPD basis set",
  "species": ["C", "C", "C", "C", "C", "C", "C", "O", "S", "H", "H", "H", "H", "H", "H"],
  "positions_angstrom": [[2.65725, 1.04154, 1.73337], [1.78071, 0.13151, 1.63053], [-0.39050, -1.32669, 1.78560], [-1.55175, -1.40200, 1.07133], [0.72686, -0.58773, 1.60330], [-0.61396, 0.50704, -0.25940], [-0.31631, 0.94395, -2.58010], [0.03704, 1.15087, -1.17502], [-1.89552, -0.57098, -0.39112], [3.56888, 1.42841, 1.28296], [-0.47815, -1.75353, 2.76011], [-2.33372, -2.21710, 1.23666], [-1.38299, 1.06488, -2.56393], [0.09788, -0.07488, -2.91669], [0.09430, 1.66471, -3.21759]],
  "homo_energy_ev": [-6.9, -7.0],
  "gap_ev": [6.29, 6.23],
  "e_tot_ha": -743.449239,
  "e_lumo_ev": [-0.617, -0.733],
  "e_above_lowest_ev": 7.666
}



No. 2
{
  "formula": "CH2NO5PS",
  "method": "ωB97M-V with the def2-TZVPD basis set",
  "species": ["C", "N", "O", "O", "O", "O", "O", "P", "S", "H", "H"],
  "positions_angstrom": [[0.37488, -1.08986, 1.13294], [-1.26909, -0.90622, -0.85351], [2.04983, 1.05486, 1.47606], [2.16790, -0.30628, -0.60204], [0.13414, 1.24036, -0.27751], [-2.30155, 1.34620, -0.31947], [-1.17403, 1.01685, -2.48348], [1.23984, 0.29817, 0.43264], [-1.21370, 0.61903, -1.02544], [0.57704, -2.14561, 0.81726], [-0.58528, -1.12751, 1.70255]],
  "charge": -2,
  "homo_energy_ev": [-0.4, -0.6],
  "gap_ev": [6.27, 6.47],
  "e_tot_ha": -1209.744214,
  "e_lumo_ev": [5.894, 5.877],
  "e_above_lowest_ev": 3.862
}



No. 3
{
  "formula": "C5H6O2",
  "method": "ωB97M-V with the def2-TZVPD basis set",
  "species": ["C", "O", "C", "C", "O", "C", "C", "H", "H", "H", "H", "H", "H"],
  "positions_angstrom": [[0.63611, 0.61662, 1.18842], [0.48333, -0.80066, 1.23594], [0.18086, -1.20198, -0.07695], [-1.09872, -0.65996, -0.67009], [-1.51800, 0.45611, 0.10490], [-0.18406, 1.01549, -0.02503], [0.21967, -0.05831, -1.04684], [1.69078, 0.87430, 1.00190], [0.30713, 1.03972, 2.13999], [0.54159, -2.19137, -0.33661], [-1.83524, -1.20603, -1.25073], [-0.20572, 2.07232, -0.29855], [0.78228, 0.04375, -1.96636]],
  "homo_energy_ev": -8.9,
  "gap_ev": 9.91,
  "e_tot_ha": -344.497436,
  "e_lumo_ev": 1.027,
  "e_above_lowest_ev": 2.843
}



No. 4
{
  "formula": "C5H7NO",
  "method": "ωB97M-V with the def2-TZVPD basis set",
  "species": ["C", "C", "C", "C", "C", "H", "H", "H", "H", "H", "H", "H", "N", "O"],
  "positions_angstrom": [[1.17208, -0.41774, -0.19863], [1.97550, 0.70029, -0.21267], [1.37595, 1.97988, 0.04511], [0.05864, 1.90139, 0.51856], [-0.75933, 0.82762, 0.36521], [-2.71257, -3.96225, 0.05778], [-2.17441, -2.72851, -0.76641], [1.45410, -1.38985, -0.45421], [3.02990, 0.44504, -0.54412], [1.87349, 2.88524, 0.08698], [-0.48506, 2.73527, 0.79783], [-1.72070, 0.77380, 0.97204], [-0.11887, -0.32314, 0.01107], [-2.96872, -3.42703, -0.67855]],
  "smiles": "c1ccncc1.O",
  "homo_energy_ev": -9.5,
  "gap_ev": 10.12,
  "e_tot_ha": -324.663743,
  "e_lumo_ev": 0.595,
  "e_above_lowest_ev": 1.652
}



No. 5
{
  "formula": "C15H15N3O3Rb",
  "method": "ωB97M-V with the def2-TZVPD basis set",
  "species": ["Rb", "O", "C", "O", "C", "O", "N", "C", "C", "H", "H", "H", "H", "C", "C", "H", "H", "H", "N", "C", "C", "C", "C", "C", "C", "C", "C", "N", "C", "H", "H", "H", "H", "H", "H", "H", "H"],
  "positions_angstrom": [[-0.12342, 0.13770, 0.25194], [-1.44292, -0.08310, -2.91386], [-0.89892, -0.28940, -3.97756], [1.12918, 1.16880, -2.38816], [1.05628, 1.19170, -3.57876], [1.90238, 1.92480, -4.36886], [0.18188, 0.48620, -4.42896], [1.46598, 1.87610, -5.73296], [0.59918, 0.62830, -5.81726], [2.34128, 1.83620, -6.37356], [0.89688, 2.78010, -5.95136], [1.17328, -0.23890, -6.14996], [-0.24782, 0.76850, -6.48226], [-1.31302, -1.37580, -4.90256], [-2.44102, -2.04550, -4.69586], [-0.67312, -1.63630, -5.73546], [-3.08212, -1.79620, -3.86136], [-2.74552, -2.85450, -5.34476], [1.24878, -1.32140, 2.09304], [0.91938, -1.07620, 3.45164], [1.50648, -1.86100, 4.45724], [1.22888, -1.61490, 5.80404], [0.36498, -0.57990, 6.16734], [-0.23602, 0.21170, 5.17894], [-1.10932, 1.25250, 5.52174], [-1.70412, 2.01910, 4.51884], [-1.42772, 1.73320, 3.18084], [-0.57702, 0.72240, 2.85994], [0.03328, -0.03890, 3.81184], [2.17278, -0.93160, 1.85714], [1.36568, -2.31310, 1.83784], [2.18908, -2.65960, 4.19414], [1.69058, -2.22520, 6.56944], [0.16478, -0.40050, 7.21684], [-1.33212, 1.47000, 6.55954], [-2.38172, 2.82300, 4.77584], [-1.89512, 2.31160, 2.39544]],
  "charge": 1,
  "homo_energy_ev": -11.2,
  "gap_ev": 8.44,
  "e_tot_ha": -994.529130,
  "e_lumo_ev": -2.786
}



No. 6
{
  "formula": "C6H8MnOP",
  "method": "ωB97M-V with the def2-TZVPD basis set",
  "species": ["C", "C", "C", "C", "C", "Mn", "P", "H", "H", "H", "H", "H", "H", "H", "H", "O", "C"],
  "positions_angstrom": [[-0.57780, -1.12303, 0.57360], [-0.17331, -1.82046, -0.58545], [-0.39230, -1.39939, -1.92404], [-0.81350, -0.08405, -2.13774], [-1.04446, 0.83149, -1.09894], [0.34856, 0.31284, -0.06602], [1.38561, 0.58040, 2.20268], [-0.70540, -1.58962, 1.57579], [0.21643, -2.85193, -0.50793], [-0.39795, -2.12939, -2.74438], [-1.61095, 1.76541, -1.32485], [-1.05154, 0.20985, -3.15329], [2.59068, 1.30756, 2.40854], [1.72325, -0.64088, 2.90946], [0.48062, 1.11268, 3.16476], [-0.26299, 3.27971, 0.37915], [0.28505, 2.23881, 0.32866]],
  "multiplicity": 4,
  "charge": 1,
  "homo_energy_ev": [-12.2, -13.3],
  "gap_ev": [7.05, 8.17],
  "e_tot_ha": -1800.555579,
  "e_lumo_ev": [-5.120, -5.104],
  "e_above_lowest_ev": 3.532
}